1.
ORCA calculation (wB97M-V/def2-TZVPD) on a cluster of 6 separate species, C25H32BN7O2S in total.

```
68
Properties=species:S:1:pos:R:3:nbo_charge:R:1
N 2.7155 -4.2158 -1.6395 -0.33
C 2.7614 -3.2238 -2.3423 0.27
C 2.7629 -1.7880 -3.1040 -0.40
S 3.9744 -0.6490 -2.2748 -0.01
C 1.2454 -1.2081 -2.8913 -0.29
C 1.2278 0.3895 -2.9368 0.29
N 0.9999 1.5692 -2.7758 -0.33
C 0.1973 -1.9080 -3.9250 -0.79
B -1.1749 -2.1778 -3.0377 1.23
O -1.5504 -3.5561 -2.7959 -0.93
O -1.8776 -1.0136 -2.5433 -0.94
H 2.9436 -1.9563 -4.2209 0.28
H 5.0303 -0.3145 -3.1145 0.18
H 0.9322 -1.5839 -1.8367 0.25
H 0.6475 -2.8815 -4.3484 0.24
H -0.0925 -1.2393 -4.8103 0.27
H -0.9045 -3.9273 -2.1361 0.51
H -1.5378 -0.7315 -1.6556 0.51
C 5.3557 -5.1064 0.8382 -0.31
C 6.3960 -5.9157 1.3589 -0.31
C 6.3518 -7.1172 0.6943 -0.08
N 5.3198 -7.0647 -0.2054 -0.51
C 4.7104 -5.8403 -0.1282 -0.09
H 5.1070 -4.0980 1.1365 0.22
H 7.0999 -5.6485 2.1339 0.22
H 6.9629 -8.0031 0.7845 0.21
H 5.0514 -7.8102 -0.8277 0.41
H 3.8722 -5.5983 -0.7642 0.23
C 0.5856 4.0642 1.9675 -0.31
C -0.6898 3.8782 1.3800 -0.30
C -0.5166 3.0935 0.2654 -0.08
N 0.8164 2.8028 0.1559 -0.51
C 1.4954 3.3860 1.1924 -0.08
H 0.8133 4.6302 2.8592 0.22
H -1.6312 4.2737 1.7331 0.21
H -1.2256 2.7189 -0.4581 0.21
H 1.2327 2.2452 -0.5742 0.42
H 2.5647 3.2698 1.2880 0.21
C -5.0569 1.8722 0.0368 -0.32
C -5.2736 2.2654 1.3808 -0.33
C -4.7782 3.5400 1.5194 -0.08
N -4.2666 3.9282 0.3102 -0.50
C -4.4371 2.9197 -0.6007 -0.07
H -5.3257 0.9281 -0.4147 0.23
H -5.7408 1.6813 2.1607 0.23
H -4.7448 4.2014 2.3723 0.22
H -3.8328 4.8180 0.1198 0.42
H -4.1021 3.0336 -1.6209 0.22
C -10.3194 4.2705 1.3210 -0.30
C -10.5755 3.3684 0.2596 -0.32
C -9.3889 2.7441 -0.0419 -0.08
N -8.4257 3.2396 0.7952 -0.51
C -8.9849 4.1666 1.6329 -0.08
H -11.0321 4.9229 1.8046 0.22
H -11.5230 3.1941 -0.2297 0.22
H -9.1476 1.9928 -0.7791 0.21
H -7.4542 2.9637 0.7954 0.43
H -8.3865 4.6724 2.3760 0.21
C 6.3823 -0.2999 3.5688 -0.29
C 7.5748 -0.7102 2.9232 -0.31
C 7.2521 -1.0171 1.6236 -0.08
N 5.9076 -0.8116 1.4622 -0.51
C 5.3706 -0.3691 2.6420 -0.08
H 6.2758 0.0127 4.5974 0.22
H 8.5606 -0.7735 3.3606 0.22
H 7.8612 -1.3644 0.8023 0.21
H 5.3933 -0.9619 0.6075 0.41
H 4.3174 -0.1437 2.7203 0.21
```

Calculated values
HOMO level   -7.94 eV
HOMO-LUMO gap   7.52 eV
Max |F|   0.1440 hartree/bohr
M   505.457 g mol⁻¹


2.
ORCA calculation (wB97M-V/def2-TZVPD) on a structure of composition C25H32BrInNP.

```
61
Properties=species:S:1:pos:R:3:mulliken_charge:R:1
In -1.0199 1.0250 -0.6983 0.52
Br -3.2731 -0.4491 0.7069 -0.13
C -2.8954 0.4577 2.3475 0.39
C -3.6551 0.0888 3.4150 -0.65
C -3.4526 0.7215 4.6590 -0.52
C -2.5060 1.6930 4.7794 -1.00
C -1.7106 2.0802 3.6722 1.04
C -0.7293 3.0932 3.8112 -0.89
C 0.0148 3.4950 2.7443 -0.81
C -0.1707 2.8816 1.4828 -0.21
C -1.0847 1.8713 1.3014 -0.67
C -1.8910 1.4632 2.4015 0.99
H -4.4086 -0.6797 3.3107 0.43
H -4.0618 0.4330 5.5053 0.40
H -2.3501 2.1920 5.7289 0.39
H -0.5872 3.5414 4.7879 0.37
H 0.7522 4.2802 2.8585 0.40
H 0.4342 3.2106 0.6441 0.50
N 0.1078 1.9477 -2.0262 -0.54
C -0.0944 2.1780 -3.3536 0.71
C -1.3015 1.9950 -4.0689 -0.42
C -1.4278 2.3590 -5.3995 -0.64
C -0.3646 2.9202 -6.0956 -0.48
C 0.8463 3.0764 -5.4273 -0.47
C 0.9950 2.6924 -4.1062 -0.32
H -2.1342 1.5431 -3.5374 0.18
H -2.3738 2.2002 -5.9054 0.34
H -0.4702 3.2114 -7.1323 0.37
H 1.6996 3.4913 -5.9532 0.33
H 1.9416 2.8203 -3.5943 0.34
C -0.7139 -2.5820 -2.1870 -1.48
C -0.0289 -2.8990 -0.8511 0.44
C 1.1414 -3.8590 -1.0670 -1.57
P 0.3294 -1.3180 0.0465 -0.32
C 2.0647 -0.7470 -0.2755 1.00
C 2.2774 -0.5291 -1.7794 -1.37
C 3.2231 -1.5309 0.3434 -1.52
C 0.2117 -1.7661 1.8380 1.11
C 0.7534 -0.6433 2.7391 -1.62
C 0.7837 -3.1215 2.2575 -1.63
H -1.0528 -3.5045 -2.6643 0.48
H -0.0287 -2.0810 -2.8736 0.28
H -1.5840 -1.9384 -2.0484 0.30
H -0.7678 -3.3816 -0.2029 0.57
H 1.8736 -3.4341 -1.7524 0.26
H 0.7708 -4.7839 -1.5165 0.49
H 1.6493 -4.1199 -0.1414 0.26
H 2.0444 0.2441 0.1915 0.24
H 2.3612 -1.4777 -2.3113 0.15
H 3.2063 0.0229 -1.9361 0.49
H 1.4780 0.0666 -2.2250 0.18
H 3.2945 -2.5403 -0.0579 0.22
H 3.1472 -1.5943 1.4272 0.29
H 4.1585 -1.0167 0.1094 0.48
H -0.8734 -1.8187 1.9790 0.15
H 1.7982 -0.8276 2.9934 0.36
H 0.1864 -0.6013 3.6711 0.45
H 0.6925 0.3411 2.2768 0.28
H 1.8452 -3.2081 2.0294 0.24
H 0.2609 -3.9567 1.7896 0.35
H 0.6686 -3.2280 3.3393 0.49
```

Calculated values
HOMO level   -6.07 eV
HOMO-LUMO gap   5.87 eV
Max |F|   0.0138 hartree/bohr
M   572.234 g mol⁻¹


3.
ORCA calculation (wB97M-V/def2-TZVPD) on a structure of composition C25H32ClN2O5PPdS.

```
68
Properties=species:S:1:pos:R:3:nbo_charge:R:1
Pd -0.1885 -0.8026 -0.9567 0.76
C -5.6300 3.2776 4.3157 -0.63
C -5.0780 2.3218 3.2923 0.00
C -3.9706 2.6649 2.5183 -0.22
C -3.4736 1.8000 1.5594 -0.12
C -4.0896 0.5706 1.3590 -0.37
C -5.1851 0.2050 2.1256 -0.17
C -5.6724 1.0827 3.0837 -0.22
S -3.4503 -0.5526 0.1454 2.34
O -3.5773 0.1083 -1.1303 -0.97
O -4.1459 -1.7978 0.3503 -0.96
N -1.8805 -0.6508 0.4694 -0.99
C -1.3849 -1.5458 1.4021 0.39
C -2.0526 -2.0904 2.5073 -0.29
C -1.3558 -2.9482 3.3288 -0.14
C -0.0214 -3.2493 3.0604 -0.31
C 0.5591 -2.6545 1.9614 0.06
N -0.0957 -1.8195 1.1556 -0.54
H -4.9072 4.0543 4.5640 0.22
H -5.9020 2.7571 5.2347 0.22
H -6.5300 3.7700 3.9406 0.22
H -3.4880 3.6225 2.6765 0.21
H -2.5984 2.0671 0.9803 0.22
H -5.6480 -0.7594 1.9617 0.24
H -6.5291 0.7956 3.6836 0.21
H -3.0903 -1.8593 2.6889 0.24
H -1.8528 -3.3898 4.1841 0.22
H 0.5492 -3.9199 3.6871 0.22
H 1.5968 -2.8341 1.7025 0.20
C 5.4272 -3.3978 -0.3488 -0.64
C 5.0893 -1.9645 -0.0098 -0.06
O 4.1856 -1.3988 -0.9755 -0.84
P 2.5973 -1.3679 -0.5820 1.62
O 2.2501 0.1809 -1.0075 -0.85
C 2.8211 1.2758 -0.2711 -0.06
C 4.0031 1.8625 -1.0100 -0.63
O 1.8689 -2.0182 -1.8894 -0.84
C 2.4746 -1.9845 -3.2097 -0.06
C 3.1411 -3.3080 -3.4957 -0.63
H 6.1239 -3.8036 0.3874 0.22
H 5.8925 -3.4644 -1.3329 0.21
H 4.5292 -4.0189 -0.3485 0.21
H 5.9797 -1.3362 -0.0215 0.19
H 4.6490 -1.8966 0.9899 0.18
H 3.0980 0.9417 0.7351 0.17
H 2.0226 2.0108 -0.1688 0.20
H 4.8013 1.1289 -1.1189 0.22
H 4.3883 2.7280 -0.4667 0.21
H 3.6980 2.1866 -2.0065 0.22
H 3.1688 -1.1488 -3.2648 0.20
H 1.6602 -1.7957 -3.9056 0.19
H 3.9915 -3.4689 -2.8351 0.21
H 3.4972 -3.3233 -4.5277 0.22
H 2.4351 -4.1284 -3.3634 0.22
Cl 1.6125 1.4593 -4.1661 -0.02
C 0.5729 2.2080 -2.9797 -0.01
C 0.8262 3.5395 -2.6853 -0.25
C 0.0092 4.2112 -1.7903 -0.21
C -1.0743 3.5543 -1.2234 -0.23
C -1.3182 2.2285 -1.5386 -0.13
C -0.4834 1.5071 -2.3987 -0.12
C -0.7571 0.0562 -2.6009 -0.47
H 1.6515 4.0410 -3.1726 0.23
H 0.2082 5.2497 -1.5578 0.22
H -1.7395 4.0768 -0.5473 0.21
H -2.1792 1.7132 -1.1364 0.24
H -0.2010 -0.4332 -3.3970 0.20
H -1.8285 -0.1257 -2.6103 0.24
```

Calculated values
HOMO level (spin up / spin down)   -8.07 / -8.07 eV
HOMO-LUMO gap (spin up / spin down)   7.77 / 7.77 eV
Max |F|   0.0311 hartree/bohr
M   645.454 g mol⁻¹
Energy relative to the best compared isomer or geometry (same formula, charge and spin)   29.0 kcal/mol